No. 1
A molecular structure, C3H4N2O3P in a non-equilibrium geometry, computed with ωB97M-V/def2-TZVPD.

Structure (XYZ):
```
13
Properties=species:S:1:pos:R:3:forces:R:3:lowdin_charge:R:1
C -1.498 -0.182 -0.107 3.1 -0.8 -0.4 -0.1751
C -0.865 -1.350 0.194 0.8 0.8 1.3 -0.2827
C 0.204 1.408 0.444 -1.7 1.4 3.1 -0.4980
N -0.637 0.893 -0.461 -0.4 1.5 0.0 -0.0267
N 0.428 -1.426 0.617 -0.3 0.0 -0.6 -0.1287
O 1.056 2.289 0.282 -0.8 -1.3 0.0 -0.0190
O 2.771 -0.331 0.726 0.0 0.5 -0.1 -0.3299
O 1.443 -0.392 -1.533 0.4 0.7 -1.7 -0.3149
P 1.557 -0.491 -0.087 0.5 -3.5 1.5 0.3658
H -2.432 -0.302 -0.479 -2.9 0.6 -1.1 0.0352
H -1.567 -2.172 0.304 0.4 -0.5 0.2 0.0849
H -0.179 0.959 1.473 1.3 1.1 -1.2 0.1651
H -0.282 1.099 -1.375 -0.3 -0.5 -1.0 0.1239
```
Positions in Å, forces in eV/Å.

Computed properties:
energy = -793.38106 Eh
energy above the lowest of the compared OMol25 structures with the same formula, charge and spin = 187.6 kJ/mol
orbital gap = 8.13 eV
net charge = -1
largest force on an atom = 3.818 eV Å⁻¹

=====

No. 2
A molecular structure, C2H6N2O3 in a non-equilibrium geometry, computed with ωB97M-V/def2-TZVPD.

Structure (XYZ):
```
13
Properties=species:S:1:pos:R:3:forces:R:3:lowdin_charge:R:1
C 1.278 0.041 0.736 0.1 -0.3 -0.2 -0.6097
N 1.153 -0.752 -0.274 0.1 0.2 0.2 0.1313
O 2.464 0.131 1.377 -0.3 0.1 -0.1 0.1097
O 0.333 0.777 1.218 -0.6 0.2 -0.5 0.0273
H 2.372 0.785 2.083 0.0 0.0 -0.1 0.1214
H 1.996 -1.266 -0.492 0.0 0.1 0.1 0.0952
H -0.120 -1.099 -0.749 -0.7 -0.1 -0.3 0.0242
C -1.798 1.078 -0.274 -0.4 -0.5 -0.3 -0.0968
O -1.191 -1.338 -0.998 0.6 0.0 0.0 -0.1500
N -2.204 0.326 -1.125 0.0 0.6 0.5 0.1343
H -1.286 -1.530 -1.938 0.1 -0.1 0.1 0.0519
H -2.362 1.995 -0.105 0.1 0.1 -0.2 0.0990
H -0.634 0.850 0.539 0.9 -0.1 0.7 0.0622
```
Positions in Å, forces in eV/Å.

Computed properties:
energy = -414.93605 Eh
energy above the lowest of the compared OMol25 structures with the same formula, charge and spin = 418.9 kJ/mol
orbital gap = 9.38 eV
largest force on an atom = 1.136 eV Å⁻¹

=====

No. 3
C4H6O in the gas phase, computed with ωB97M-V/def2-TZVPD.

Structure (XYZ):
```
11
Properties=species:S:1:pos:R:3:forces:R:3:lowdin_charge:R:1
C -1.009 -0.461 0.113 0.0 0.1 0.2 -0.2159
C 0.191 -1.216 0.524 0.2 -0.4 -0.4 0.0926
C 1.278 -0.395 -0.038 0.0 -0.3 0.2 -0.2710
O 0.784 0.762 -0.706 0.0 -0.1 0.0 -0.1374
C -0.486 0.955 -0.114 -0.3 0.2 0.2 -0.2246
H -1.877 -0.578 0.763 0.1 0.0 -0.1 0.1073
H -1.247 -0.967 -0.845 0.1 0.1 0.0 0.1451
H -0.368 1.408 0.883 0.0 0.2 -0.1 0.1218
H 1.936 -0.980 -0.683 0.0 0.0 -0.1 0.1279
H 1.888 -0.132 0.842 0.0 0.2 0.1 0.1339
H -1.091 1.604 -0.738 0.0 0.0 -0.1 0.1203
```
Positions in Å, forces in eV/Å.

Computed properties:
energy = -231.10956 Eh
energy above the lowest of the compared OMol25 structures with the same formula, charge and spin = 299.7 kJ/mol
orbital gap = 8.97 eV
largest force on an atom = 0.586 eV Å⁻¹

=====

No. 4
6 unconnected molecules or ions with the total composition C29H47NO13 in a non-equilibrium geometry, computed with ωB97M-V/def2-TZVPD.

Structure (XYZ):
```
90
Properties=species:S:1:pos:R:3:forces:R:3:lowdin_charge:R:1
H -3.064 0.249 0.269 -0.6 -0.1 -0.6 0.0290
N -3.102 1.087 0.834 -2.0 -0.2 -2.0 0.2014
C -2.186 1.005 1.651 1.6 -1.0 0.5 -0.4146
C -1.999 2.097 2.576 0.1 0.3 1.1 -0.0326
C -1.264 -0.195 1.671 0.1 1.3 -0.2 -0.0700
O -0.115 0.111 0.857 -1.5 1.3 0.8 0.0677
C 0.972 -0.607 1.032 -1.7 1.4 3.4 -0.7104
O 1.476 -1.061 0.123 3.6 -3.1 -6.5 0.2135
O 1.456 -0.840 2.233 -0.3 0.2 2.0 0.0801
C 2.082 0.259 2.948 0.2 -0.2 -0.1 -0.3169
C 1.175 1.312 3.432 0.1 -0.3 0.1 -0.0340
C 3.245 0.809 2.190 -0.6 0.0 -0.4 -0.1405
C 2.914 1.961 1.289 0.8 0.6 0.2 -0.2291
C 2.976 3.331 1.944 -0.5 -0.7 -0.3 -0.0804
H -1.597 2.951 2.102 0.7 1.0 -0.6 0.0799
H -1.415 1.840 3.417 0.8 -0.1 0.9 0.0448
H -2.950 2.375 2.939 -1.2 0.4 0.4 0.0785
H -1.728 -1.022 1.206 -0.7 -1.0 -0.4 0.1117
H -1.002 -0.420 2.673 0.6 -0.4 0.9 0.1157
H 2.459 -0.178 3.831 0.4 -1.2 0.9 0.1387
H 1.766 1.956 4.047 0.1 0.4 0.5 0.0649
H 0.402 0.858 4.000 -0.8 -0.2 0.7 0.0853
H 0.784 1.887 2.645 -0.8 0.8 -0.9 0.0684
H 3.696 0.037 1.621 0.4 -1.0 -0.6 0.1140
H 3.970 1.098 2.904 0.9 0.5 0.8 0.1173
H 1.974 1.855 0.799 -0.9 -0.3 -0.4 0.0951
H 3.642 1.959 0.517 0.7 -0.1 -1.0 0.0970
H 3.447 4.032 1.303 0.7 0.8 -0.5 0.0651
H 3.405 3.324 2.915 0.7 0.0 0.8 0.0620
H 1.989 3.669 2.069 -1.2 0.7 0.3 0.0327
O 0.362 4.760 0.768 -0.1 0.1 0.3 0.1197
C 0.584 5.207 -0.314 -0.1 -0.3 -0.4 -0.4780
C 0.969 4.436 -1.567 0.3 0.5 -0.2 -0.0650
C 1.501 5.540 -2.484 -0.1 -0.1 0.1 -0.1516
C 0.708 6.753 -2.004 0.1 -0.1 -0.1 -0.1547
O 0.487 6.529 -0.600 0.1 0.0 -0.1 0.0267
H 0.075 3.961 -1.970 0.0 -0.1 0.1 0.1341
H 1.719 3.684 -1.339 -0.1 -0.2 0.1 0.1173
H 1.377 5.339 -3.545 -0.1 0.0 0.0 0.1139
H 2.563 5.695 -2.294 0.0 0.0 0.0 0.1162
H -0.262 6.836 -2.497 0.0 0.0 0.0 0.1257
H 1.247 7.687 -2.133 0.0 0.1 0.1 0.1220
O 2.265 3.470 5.409 0.1 0.0 0.0 0.1113
C 1.257 3.701 6.009 0.3 0.4 0.4 -0.4789
C 1.139 4.212 7.438 -0.5 -0.3 0.0 -0.0666
C -0.328 3.930 7.768 0.2 0.1 0.0 -0.1505
C -0.977 4.022 6.393 0.0 0.0 0.1 -0.1417
O 0.032 3.570 5.468 -0.2 -0.1 -0.1 0.0233
H 1.365 5.279 7.444 0.1 0.0 0.0 0.1312
H 1.825 3.683 8.092 0.2 0.1 -0.1 0.1236
H -0.762 4.612 8.494 0.0 0.1 0.0 0.1148
H -0.428 2.917 8.158 0.0 0.0 0.0 0.1172
H -1.251 5.044 6.127 0.0 0.0 0.0 0.1290
H -1.854 3.389 6.296 0.0 -0.1 -0.2 0.1244
O -4.708 -1.522 -0.981 -0.1 0.1 0.3 0.1325
C -3.679 -1.873 -1.468 0.0 0.0 -0.5 -0.4658
C -3.461 -2.955 -2.514 0.5 0.1 0.4 -0.0697
C -1.956 -3.194 -2.429 -0.1 0.0 0.0 -0.1558
C -1.439 -1.835 -1.980 0.2 -0.1 0.0 -0.1400
O -2.489 -1.279 -1.157 -0.1 -0.3 -0.2 -0.0153
H -3.758 -2.563 -3.487 -0.1 0.0 0.0 0.1368
H -4.031 -3.842 -2.277 -0.3 0.0 -0.1 0.1140
H -1.502 -3.531 -3.357 0.0 0.1 -0.1 0.0914
H -1.753 -3.944 -1.661 0.0 0.0 0.0 0.1272
H -1.260 -1.162 -2.820 0.0 0.0 0.0 0.1335
H -0.535 -1.909 -1.385 0.0 0.2 0.2 0.0936
O 0.387 -2.379 -4.872 -0.1 0.1 -0.2 0.1134
C 1.314 -2.893 -4.318 -0.1 -0.2 0.4 -0.4822
C 1.598 -2.927 -2.825 0.6 0.1 -0.2 -0.0794
C 3.066 -3.354 -2.779 -0.2 0.0 0.0 -0.1414
C 3.191 -4.182 -4.053 0.1 0.0 0.2 -0.1507
O 2.266 -3.585 -4.985 0.1 0.0 0.0 0.0250
H 0.942 -3.666 -2.363 -0.1 0.0 0.0 0.1287
H 1.440 -1.953 -2.376 -0.2 0.0 0.1 0.1069
H 3.342 -3.902 -1.882 0.0 -0.1 0.0 0.1183
H 3.705 -2.474 -2.843 0.0 0.0 0.0 0.1204
H 2.901 -5.224 -3.902 0.0 0.0 0.0 0.1242
H 4.189 -4.155 -4.480 0.0 0.0 -0.2 0.1224
O -3.688 -7.181 -2.389 0.0 0.1 0.3 0.1316
C -3.372 -6.845 -3.487 -0.1 -0.3 -0.3 -0.4812
C -2.899 -7.728 -4.632 0.3 0.5 -0.2 -0.0692
C -2.279 -6.714 -5.598 -0.1 -0.1 0.1 -0.1468
C -3.089 -5.458 -5.298 0.1 0.0 -0.1 -0.1443
O -3.428 -5.552 -3.899 0.1 -0.1 -0.2 -0.0102
H -3.764 -8.231 -5.063 0.0 -0.1 0.1 0.1304
H -2.181 -8.461 -4.278 -0.1 -0.2 0.1 0.1230
H -2.320 -7.010 -6.643 -0.1 0.0 0.0 0.1153
H -1.233 -6.551 -5.337 0.0 0.0 0.0 0.1157
H -4.015 -5.411 -5.874 0.0 0.0 0.0 0.1286
H -2.523 -4.544 -5.466 0.0 0.1 0.1 0.1212
```
Positions in Å, forces in eV/Å.

Computed properties:
energy = -2166.10565 Eh
energy above the lowest of the compared OMol25 structures with the same formula, charge and spin = 0.0 kJ/mol
orbital gap = 9.82 eV
largest force on an atom = 7.991 eV Å⁻¹

=====

No. 5
2 unconnected molecules or ions with the total composition C2H6O3S in a non-equilibrium geometry, computed with ωB97M-V/def2-TZVPD.

Structure (XYZ):
```
12
Properties=species:S:1:pos:R:3:forces:R:3:lowdin_charge:R:1
O -2.628 0.277 -1.159 0.4 -0.1 -2.7 0.0925
C -2.840 0.315 -0.004 -1.0 -0.2 -0.9 -0.4902
O -2.003 0.497 0.928 3.6 0.5 3.7 0.1123
H -3.797 0.216 0.433 -1.6 -0.2 0.5 0.1248
H -1.024 0.518 0.737 -1.5 0.0 -0.8 0.1178
O 0.429 -0.182 -0.721 -0.8 1.7 -3.8 -0.1260
C 1.406 -0.391 0.151 3.3 -3.2 2.8 -0.6790
S 2.990 0.564 0.036 -2.0 2.7 0.3 0.7226
H 0.752 0.229 -1.584 -0.6 -1.0 1.6 0.1434
H 1.912 -1.470 0.141 -1.6 1.7 0.0 0.1035
H 0.896 -0.260 1.140 1.2 -0.1 -0.3 0.0834
H 3.908 -0.314 -0.098 0.8 -1.8 -0.3 -0.2051
```
Positions in Å, forces in eV/Å.

Computed properties:
energy = -703.66509 Eh
energy above the lowest of the compared OMol25 structures with the same formula, charge and spin = 125.5 kJ/mol
orbital gap = 10.52 eV
largest force on an atom = 5.365 eV Å⁻¹

=====

No. 6
7 unconnected molecules or ions with the total composition C12H38O13 in a non-equilibrium geometry, computed with ωB97M-V/def2-TZVPD.

Structure (XYZ):
```
63
Properties=species:S:1:pos:R:3:forces:R:3:lowdin_charge:R:1
O -1.907 -0.292 -3.053 0.8 0.1 0.4 -0.0310
C -1.782 -1.018 -1.822 -0.4 -2.0 -2.5 -0.2424
C -2.019 -0.116 -0.718 -2.4 1.3 0.5 -0.2445
O -2.169 -0.767 0.530 -0.7 -0.1 0.8 -0.0625
H -2.716 -0.576 -3.473 -0.2 0.0 -0.1 0.0851
H -2.400 -1.914 -1.921 -0.3 0.1 0.6 0.1408
H -0.789 -1.411 -1.677 0.6 -0.1 -0.7 0.1096
H -2.934 0.505 -0.899 1.1 -0.2 0.0 0.1523
H -1.120 0.429 -0.703 0.8 1.8 0.3 0.0813
H -3.022 -0.477 0.894 0.7 -0.5 0.0 0.1270
O 0.478 3.572 3.639 1.5 1.0 -0.3 -0.0757
C 0.571 2.207 3.274 -0.5 1.2 1.7 -0.2512
C 2.033 1.901 3.428 -0.2 -0.6 -0.5 -0.2373
O 2.235 0.504 3.401 0.4 -0.9 -0.5 -0.0754
H -0.436 3.770 3.656 -1.4 0.7 -0.2 0.0419
H -0.088 1.801 4.093 0.7 -1.2 -1.4 0.1512
H 0.277 2.084 2.230 -0.4 -0.5 0.3 0.0826
H 2.394 2.226 4.394 0.0 0.2 0.2 0.1236
H 2.572 2.477 2.631 -0.2 -0.6 0.6 0.1104
H 1.709 0.071 2.695 0.4 1.2 0.5 0.0317
O 2.809 4.690 -0.133 1.0 0.6 -0.5 -0.0157
C 2.405 3.376 0.065 -0.4 0.3 3.5 -0.3160
C 1.894 2.840 -1.148 -0.4 -1.9 -2.5 -0.2417
O 1.078 1.718 -0.868 -0.3 -1.3 0.4 -0.0969
H 3.187 4.930 0.708 0.3 0.7 0.3 0.0907
H 3.162 2.686 0.523 -0.2 0.7 -0.5 0.1410
H 1.589 3.464 0.788 -0.2 -0.6 0.3 0.1065
H 2.782 2.442 -1.660 -0.4 0.7 -1.0 0.1438
H 1.209 3.509 -1.672 0.9 0.6 -0.4 0.1296
H 1.245 1.039 -1.538 -0.1 0.3 0.1 0.1019
O -0.034 -7.434 -3.688 2.1 -2.2 -0.6 -0.0617
C -1.040 -6.658 -3.170 0.9 1.4 0.9 -0.2658
C -0.612 -5.911 -1.889 1.6 -1.7 0.2 -0.2844
O -1.492 -4.906 -1.587 0.1 2.3 1.7 -0.0949
H -0.075 -7.378 -4.655 0.1 -0.2 0.7 0.0974
H -1.141 -6.013 -3.976 -1.4 2.4 -0.8 0.0973
H -1.926 -7.205 -3.030 -1.4 -0.8 0.5 0.1049
H 0.386 -5.454 -1.972 0.1 -0.4 -0.7 0.1191
H -0.470 -6.644 -1.035 -0.4 0.4 -0.8 0.1317
H -0.956 -4.276 -0.982 -1.6 -1.0 -1.2 0.0873
O -0.416 -2.895 0.149 0.4 -0.1 -0.9 -0.0691
C 0.857 -2.311 0.471 -2.7 -1.1 -0.9 -0.1782
C 0.662 -1.650 1.749 0.6 3.2 -0.2 -0.1732
O 0.618 -0.301 1.297 -0.1 2.0 0.6 -0.1162
H -1.012 -2.164 0.297 -1.2 -0.2 0.0 0.0244
H 1.430 -3.107 0.617 2.9 -3.5 0.2 0.0873
H 1.289 -1.695 -0.340 -0.3 0.0 0.6 0.1381
H 1.487 -1.662 2.370 2.1 -0.6 1.2 0.0999
H -0.160 -1.689 2.430 -1.1 -1.6 -0.1 0.1470
H -0.172 -0.324 0.765 -0.5 1.0 -0.1 0.0374
O -1.876 3.611 1.811 2.4 3.3 -0.8 -0.0414
C -1.344 3.318 0.507 -1.3 -0.5 1.9 -0.2246
C -2.483 3.554 -0.454 1.7 -2.7 0.8 -0.2387
O -1.896 3.241 -1.676 -0.6 -0.9 -2.2 -0.0604
H -2.326 2.903 2.140 -1.8 -3.1 1.2 0.0333
H -0.549 4.006 0.298 0.5 0.5 0.1 0.1177
H -0.925 2.296 0.508 -0.3 0.4 -0.4 0.0986
H -2.697 4.572 -0.441 -1.4 1.6 0.4 0.1058
H -3.294 2.809 -0.146 0.6 1.4 -1.0 0.1467
H -1.211 3.879 -1.898 -0.1 0.1 0.1 0.0881
O 3.210 -0.076 -0.434 1.0 -0.9 0.5 -0.0393
H 2.474 0.407 -0.099 -1.4 1.1 0.1 -0.0336
H 3.447 -0.515 0.400 0.5 -0.1 -0.5 0.0589
```
Positions in Å, forces in eV/Å.

Computed properties:
energy = -1457.87112 Eh
energy above the lowest of the compared OMol25 structures with the same formula, charge and spin = 382.4 kJ/mol
orbital gap = 9.47 eV
largest force on an atom = 4.568 eV Å⁻¹